Entry from OMol25: C9H9ClF2N2 in the gas phase at a distorted geometry (wB97M-V/def2-TZVPD).

- ΔE to the lowest compared entry with this formula, charge and spin: 0.0000 eV
- Gap between HOMO and LUMO: 9.348 eV
- Structure (SMILES): C[C@@H]1C(F)=C(Cl)c2c(ncn2C)[C@H]1F
- DFT total energy: -30413.4767 eV
- Net charge: 0

Each atom is followed by the atoms it is bonded to, with distances in Å.
Positions of all 23 atoms, in Å:
1 C -1.58299 2.11411 1.10970  C2 1.574, H15 1.109, H16 1.153, H17 1.054
2 C -1.78566 1.66213 -0.38475  C1 1.574, C3 1.545, C13 1.556, H18 1.040
3 C -2.43728 0.26317 -0.31644  C2 1.545, F4 1.352, C5 1.311
4 F -3.70647 0.58773 0.01620  C3 1.352
5 C -1.92270 -0.94181 -0.36804  C3 1.311, Cl6 1.720, C7 1.877
6 Cl -2.68462 -2.48354 -0.40389  C5 1.720
7 C -0.09260 -0.71811 -0.71907  C5 1.877, C8 1.401, N11 1.342
8 C 0.30908 0.59888 -0.97859  C7 1.401, N9 1.368, C13 1.430
9 N 1.65531 0.46109 -1.17548  C8 1.368, C10 1.344
10 C 2.03954 -0.79733 -0.90171  N9 1.344, N11 1.343, H19 1.094
11 N 0.95160 -1.56100 -0.70657  C7 1.342, C10 1.343, C12 1.410
12 C 0.74013 -2.92378 -0.41408  N11 1.410, H20 1.131, H21 1.071, H22 1.134
13 C -0.42459 1.81822 -1.12149  C2 1.556, C8 1.430, F14 1.360, H23 1.125
14 F -0.74187 1.92788 -2.43962  C13 1.360
15 H -2.60984 2.02679 1.51932  C1 1.109
16 H -1.26162 3.19726 1.34166  C1 1.153
17 H -0.95512 1.34803 1.46917  C1 1.054
18 H -2.51789 2.24364 -0.84015  C2 1.040
19 H 3.00981 -1.25683 -1.11156  C10 1.094
20 H -0.34307 -3.11790 -0.15204  C12 1.131
21 H 1.02704 -3.48791 -1.27764  C12 1.071
22 H 1.30489 -3.16381 0.53996  C12 1.134
23 H 0.13808 2.73185 -0.78206  C13 1.125

Mulliken population analysis, charges in e, atoms 1 to 5: number 1, C, carries -1.351; number 2, C, carries -0.158; number 3, C, carries -0.004; number 4, F, carries -0.342; number 5, C, carries 0.210